Record 1
Here is C23H16Br2Cl2N3O4Ti as an isolated structure from the Open Molecules 2025 dataset. Energies are from ωB97M-V with the def2-TZVPD basis set.

```
51
Properties=species:S:1:pos:R:3:forces:R:3:lowdin_charge:R:1
Ti 1.911466 -0.955476 0.463746 0.177 -0.844 -0.119 1.169
Br 0.203631 6.488992 -1.255824 -0.002 -0.007 -0.005 0.742
C -1.111766 5.160322 -1.547499 0.033 0.008 -0.011 -0.694
C -0.903662 4.197563 -2.522927 -0.040 -0.028 0.003 -0.111
C -1.855936 3.210437 -2.720106 -0.005 -0.042 -0.031 -0.016
C -3.013882 3.196486 -1.947868 0.126 0.053 0.006 -0.280
C -3.234478 4.202921 -1.019890 -0.065 0.039 0.050 -0.037
C -2.273869 5.176799 -0.796722 -0.043 -0.003 0.019 -0.119
N -4.081681 2.253604 -2.139398 -0.011 -0.044 -0.042 0.080
N -3.881721 1.033051 -2.178293 -0.084 0.048 0.007 0.087
C -2.580356 0.484346 -1.925854 0.137 -0.017 0.075 -0.248
C -2.019675 -0.314269 -2.883723 -0.005 -0.060 -0.083 -0.020
C -0.733669 -0.864459 -2.739164 -0.012 -0.019 -0.154 0.017
C -0.004106 -0.648207 -1.594162 0.032 -0.074 -0.005 -0.334
O 1.217697 -1.112254 -1.387492 0.032 0.316 0.261 -0.191
C -0.627245 0.096178 -0.547394 -0.069 0.050 0.079 -0.137
N 0.087828 0.191274 0.614894 -0.069 -0.039 -0.023 0.036
C -0.431476 0.822819 1.643548 0.000 -0.013 -0.013 -0.078
C -1.710057 1.402221 1.592532 0.023 0.021 0.090 -0.019
C -2.442366 1.317900 0.444281 -0.022 -0.006 -0.066 0.014
C -1.907137 0.661524 -0.687854 -0.003 0.019 0.022 -0.092
H -0.003552 4.216545 -3.121237 -0.002 -0.004 -0.003 0.104
H -1.696250 2.454855 -3.476893 0.002 0.012 0.006 0.118
H -4.167726 4.212688 -0.470000 0.017 0.013 0.006 0.119
H -2.433443 5.949687 -0.058034 -0.007 -0.005 0.000 0.103
H -2.583146 -0.495674 -3.791580 0.030 -0.006 0.001 0.121
H -0.302339 -1.470143 -3.525045 -0.023 0.007 -0.004 0.122
H 0.168044 0.852492 2.544632 0.001 0.005 0.000 0.117
H -2.104102 1.893838 2.470666 0.010 -0.008 -0.001 0.113
H -3.440084 1.732898 0.402480 -0.011 0.000 0.001 0.115
Br -0.115738 -7.380670 1.703889 -0.002 -0.007 0.000 0.705
C 0.441827 -5.600650 1.341481 0.006 -0.025 0.005 -0.702
C -0.512199 -4.617611 1.143826 -0.024 0.070 -0.016 -0.138
C -0.091044 -3.319403 0.880795 0.039 -0.118 -0.006 -0.112
C 1.262614 -2.970860 0.813908 -0.053 0.324 0.052 -0.203
C 2.186132 -4.000612 1.021381 -0.070 -0.038 0.008 -0.117
C 1.791761 -5.310603 1.281145 0.039 0.038 -0.010 -0.140
H -1.564719 -4.863559 1.196345 0.003 0.000 -0.004 0.096
H -0.858169 -2.566184 0.723806 -0.009 0.007 0.004 0.090
H 3.251896 -3.794606 0.987373 0.013 -0.002 -0.003 0.091
H 2.523780 -6.092362 1.435390 -0.002 0.001 0.004 0.096
Cl 5.676013 -1.833608 3.597964 -0.008 -0.015 -0.007 0.639
C 4.176581 -0.933978 3.762611 0.002 -0.016 -0.035 -1.000
Cl 4.477184 0.771861 4.171960 -0.009 -0.027 -0.012 0.622
C 3.341447 -0.948933 2.487868 -0.087 0.035 -0.068 -0.739
O 2.111617 -0.686359 2.592766 0.194 0.251 -0.150 -0.067
O 3.853746 -1.189815 1.363401 -0.088 0.034 0.076 -0.090
H 3.599980 -1.366918 4.572238 -0.022 0.019 0.011 0.074
O 3.216320 0.578767 -0.719228 -0.070 0.094 0.126 -0.054
H 4.159747 0.448372 -0.565654 0.014 -0.010 -0.019 0.077
H 3.026277 0.328770 -1.633084 -0.014 0.012 -0.019 0.072
```
Forces are in eV/Å.

Values from the calculation:
ΔE to the lowest compared entry with this formula, charge and spin	18.49	kJ/mol
multiplicity	2
net charge	0



Record 2
Here is C22H27BCuN6O3 as an isolated structure from the Open Molecules 2025 dataset. Energies are from ωB97M-V with the def2-TZVPD basis set.

```
60
Properties=species:S:1:pos:R:3:forces:R:3:lowdin_charge:R:1
Cu 0.028600 -0.073600 -0.024900 0.030 -0.279 0.045 0.711
C 0.036300 2.902900 1.856700 -0.013 -0.161 -0.041 -0.021
C 0.041600 2.933300 0.373500 -0.012 0.050 -0.330 -0.313
C 0.036100 4.016500 -0.505700 0.010 -0.159 -0.102 0.029
C 0.040900 3.464300 -1.778600 0.010 0.192 0.256 -0.255
C 0.039100 4.153800 -3.096500 -0.006 -0.148 -0.049 -0.017
N 0.048900 2.130100 -1.637600 0.033 0.563 -0.389 0.044
N 0.047500 1.814900 -0.340000 -0.039 0.374 0.890 0.003
B -0.005500 1.010500 -2.681900 -0.034 -0.214 0.310 -0.491
N -1.307600 0.225900 -2.410500 -0.434 0.033 -0.550 0.047
N -1.631600 -0.150300 -1.163400 -0.242 -0.268 0.770 0.030
C -2.702400 -0.932500 -1.211600 0.160 0.361 -0.253 -0.322
C -3.263300 -1.547000 0.021200 0.050 0.101 -0.022 -0.014
C -3.119900 -1.028000 -2.540400 0.169 0.082 0.008 0.028
C -2.204800 -0.286100 -3.269900 -0.310 -0.177 0.094 -0.262
C -2.166000 -0.045800 -4.734700 0.151 0.017 0.028 -0.012
N 1.233800 0.116200 -2.452600 0.409 0.039 -0.566 0.046
N 1.659400 -0.166400 -1.208400 0.214 -0.207 0.714 0.033
C 2.687500 -1.004700 -1.282000 -0.108 0.334 -0.378 -0.320
C 3.346200 -1.535600 -0.057700 -0.057 0.065 -0.023 -0.011
C 2.968300 -1.238400 -2.629100 -0.157 0.155 -0.018 0.025
C 2.015100 -0.522700 -3.338200 0.347 -0.164 0.089 -0.261
C 1.812400 -0.457000 -4.808000 -0.068 0.002 0.112 -0.010
H 0.061100 3.910700 2.259200 0.000 0.019 0.086 0.080
H 0.899500 2.347900 2.218300 0.098 0.027 0.146 0.080
H -0.858300 2.394300 2.211300 -0.091 0.036 0.148 0.081
H 0.027000 5.055100 -0.246700 0.013 0.240 0.011 0.107
H 0.045700 5.230300 -2.943000 0.001 0.008 -0.032 0.081
H -0.846400 3.881900 -3.670700 -0.006 0.053 -0.057 0.084
H 0.915200 3.871300 -3.679900 0.002 0.052 -0.050 0.087
H -0.009600 1.468700 -3.767300 -0.007 0.079 -0.376 0.111
H -2.549800 -1.425700 0.835000 -0.048 -0.072 0.075 0.067
H -3.443300 -2.609500 -0.135000 -0.010 -0.041 0.046 0.086
H -4.204900 -1.072700 0.300700 -0.021 -0.040 0.031 0.080
H -3.960200 -1.578500 -2.914300 -0.150 -0.056 -0.135 0.108
H -3.122600 -0.310500 -5.176400 -0.021 -0.018 -0.051 0.082
H -1.387200 -0.654000 -5.191300 0.041 -0.014 -0.156 0.078
H -1.949700 0.998900 -4.945700 -0.017 0.044 -0.115 0.075
H 2.738900 -1.299100 0.815300 0.080 -0.050 0.027 0.071
H 4.343700 -1.112800 0.069000 -0.002 0.012 0.020 0.080
H 3.445500 -2.616800 -0.130700 -0.007 -0.095 0.053 0.083
H 3.751600 -1.850100 -3.031400 0.098 -0.116 -0.113 0.110
H 2.750600 -0.655000 -5.318500 0.025 -0.023 -0.079 0.082
H 1.438900 0.518700 -5.102200 -0.014 0.066 -0.141 0.069
H 1.085200 -1.210900 -5.104000 -0.065 -0.054 -0.148 0.084
O 1.598500 -4.421600 -2.134800 0.126 0.013 -0.290 0.070
C 1.006600 -4.949900 -1.037900 -0.154 -0.211 0.332 -0.260
C 1.080500 -6.310200 -0.762000 0.068 0.012 -0.081 -0.027
C 0.519200 -6.828300 0.390800 -0.022 -0.004 0.002 -0.091
C -0.109300 -5.991700 1.297400 -0.061 -0.084 0.149 -0.093
C -0.191200 -4.637300 1.026600 0.094 -0.068 -0.050 -0.021
C 0.338900 -4.109200 -0.139900 0.106 0.111 -0.254 -0.063
C 0.116600 -2.666200 -0.478600 -0.106 -0.621 -0.567 -0.581
O -0.094700 -2.338500 -1.633900 0.074 -0.193 -0.124 0.083
O 0.128000 -1.864700 0.528800 -0.044 0.470 0.846 -0.105
H 1.970300 -5.130200 -2.675600 -0.066 0.067 0.169 0.112
H 1.588900 -6.961100 -1.461900 0.050 -0.078 -0.048 0.110
H 0.576900 -7.890600 0.578500 0.027 -0.074 0.029 0.101
H -0.531200 -6.393800 2.206800 -0.044 -0.021 0.045 0.098
H -0.673900 -3.959200 1.714400 -0.050 0.038 0.056 0.115
```
Forces are in eV/Å.

Values from the calculation:
multiplicity	2
net charge	0



For each record above, in turn, the calculated calculated total energy values are -8269.253015, -3074.263879 Ha.
For each record above, in turn, the calculated molecular weight values are 676.98, 497.85 u.